Here is C25H22N3O2S4SbSc as an isolated structure at a distorted geometry from the OMol25 dataset. Energies are from the ωB97M-V functional and the def2-TZVPD basis.

Last column: Mulliken charge in e.
Element x y z (Å)
H: -0.14997 2.49836 4.19751  0.4663
H: -2.23449 1.09367 -3.22829  0.3844
H: -6.68894 -4.56132 4.01955  0.4050
Sb: -2.78832 -2.30130 1.54963  1.0777
C: -2.44218 0.64904 2.52585  -0.3433
H: -3.46077 -3.45109 6.60585  0.4058
C: -5.70777 -4.12584 4.15794  -0.5540
C: -2.03312 0.03024 -3.09031  -0.4273
H: -0.25371 -1.25918 -5.66293  0.3835
C: -0.68689 -0.33160 -5.29036  -1.0961
O: 4.73781 3.57321 2.81340  -0.5366
H: -2.23239 -2.52169 4.69545  0.3209
H: 1.67263 -1.07023 -4.24205  0.2275
S: 2.17789 -0.78961 0.75665  -0.2989
H: -5.68926 -4.46577 6.27377  0.3986
Sc: -0.28314 -0.48168 0.61055  -0.0539
N: 1.31975 -1.15443 -3.30450  -0.3170
N: -0.31689 -0.74866 -1.69801  0.6163
C: 1.58344 -4.59208 1.51798  -0.4501
C: -3.74717 -3.05526 3.24979  0.2431
C: 2.58098 0.87347 1.24122  0.0950
C: -5.01134 -3.61504 3.06497  -0.7194
H: -3.40977 0.75692 2.04971  0.4882
C: 1.11977 -3.93641 0.39632  -0.8014
C: 0.04295 0.41080 3.74854  -0.7514
C: -0.61792 1.63157 3.75011  -0.5059
C: 0.77751 -4.67487 2.65398  -0.6341
C: -0.14056 -3.33835 0.41595  -0.2166
H: -0.52890 -2.92339 -0.51091  0.8123
C: 1.79591 1.93000 1.07121  0.1562
C: 3.90889 2.87056 2.31299  0.5740
H: -1.08474 -4.16906 3.56710  0.4658
H: 1.01925 0.31585 4.20658  0.4547
N: -0.84487 -0.39253 -3.84314  0.0594
S: 2.36710 3.47621 1.66141  -0.1164
C: -3.19581 -2.99165 4.53111  0.0442
C: -1.86019 1.74618 3.14857  -0.8593
H: 2.56304 -5.05164 1.51319  0.4214
C: 0.09467 -0.77558 -2.97856  0.1546
H: 1.73106 -3.88817 -0.49601  0.4421
C: -0.95058 -3.39101 1.55871  -0.2100
H: -0.06983 -1.66586 3.26157  0.2539
C: -1.81854 -0.60572 2.55261  -0.1966
S: 0.19547 1.90255 0.30411  -0.3904
S: 4.11927 1.12798 2.04027  -0.1344
C: -0.47306 -4.08064 2.67780  -0.3023
H: -0.07096 0.51564 -5.59277  0.3541
H: -2.36573 2.70271 3.13197  0.4107
O: -2.10465 -0.03083 -0.59805  -0.3497
H: -5.46304 -3.66379 2.08096  0.3441
C: -5.14664 -4.07138 5.42457  -0.4491
H: 1.98114 -1.28737 -2.54945  0.1941
H: -1.67101 -0.22065 -5.73645  0.3793
C: -3.89225 -3.50241 5.61467  -0.7407
H: -2.92787 -0.54307 -3.33317  0.3667
C: -0.55861 -0.70333 3.17106  0.4697
C: -1.54850 -0.24155 -1.69168  0.1479
H: 1.13293 -5.21017 3.52560  0.4374

Results
energy: -105424.135 eV
HOMO level: -9.65 eV
orbital gap: 0.2423 Eh
charge: +1
energy above the lowest of the compared OMol25 structures with the same formula, charge and spin: 0.053 eV